No. 1
{
  "formula": "C13H14N2O5STi",
  "method": "ωB97M-V with the def2-TZVPD basis set",
  "e_above_lowest_ev": 0.053,
  "spin_multiplicity": 2,
  "largest_force_ha_per_bohr": 0.00263,
  "charge": -1,
  "orbital_gap_ev": [5.482, 6.437],
  "species": ["O", "C", "C", "H", "O", "H", "H", "C", "H", "C", "H", "C", "H", "H", "C", "H", "H", "H", "N", "C", "O", "C", "H", "S", "H", "C", "N", "O", "H", "Ti", "C", "H", "C", "C", "O", "C"],
  "coordinates": [[-2.777, 0.974, 1.264], [1.039, -2.282, -2.825], [0.193, -1.295, -3.389], [2.010, 2.963, -1.561], [-4.634, 0.330, -0.200], [0.057, -1.203, -4.456], [1.665, 1.212, -1.481], [1.151, -2.384, -1.470], [1.587, -2.962, -3.467], [-0.457, -0.444, -2.532], [1.071, 3.928, 1.262], [1.244, 2.196, -1.709], [1.780, -3.147, -1.031], [0.909, 2.221, -2.746], [0.303, 2.067, 0.507], [2.324, 2.738, 0.873], [1.377, -3.270, 3.547], [-1.348, 0.027, 3.096], [-0.450, -0.651, 1.386], [-0.648, -0.705, 2.708], [0.123, 2.468, -0.879], [0.860, -2.541, 2.935], [-0.220, -1.612, 4.590], [-3.735, 1.408, 0.122], [1.320, 2.518, 2.305], [0.429, -1.499, -0.629], [-0.336, -0.503, -1.198], [-2.671, 1.577, -0.983], [-1.110, 0.341, -2.899], [-1.132, 0.956, 0.144], [0.374, -1.572, 0.783], [1.716, -3.242, 1.118], [1.306, 2.856, 1.269], [-0.025, -1.615, 3.528], [-4.345, 2.672, 0.434], [1.052, -2.526, 1.583]],
  "lowdin_charge": [-0.44, -0.10, -0.09, 0.08, -0.32, 0.09, 0.09, -0.04, 0.09, -0.15, 0.07, -0.12, 0.09, 0.09, -0.37, 0.06, 0.09, 0.11, -0.01, -0.13, -0.29, -0.10, 0.09, 0.33, 0.06, -0.22, -0.01, -0.43, 0.12, 1.03, -0.22, 0.09, -0.12, -0.09, -0.32, -0.04]
}

No. 2
{
  "formula": "C27H19NOS2",
  "method": "ωB97M-V with the def2-TZVPD basis set",
  "e_above_lowest_ev": 0.000,
  "smiles": "O=Cc1ccc(-c2ccc(-c3ccc(N(c4ccccc4)c4ccccc4)cc3)s2)s1",
  "largest_force_ha_per_bohr": 0.04910,
  "orbital_gap_ev": 6.785,
  "species": ["C", "H", "C", "C", "C", "H", "H", "C", "H", "H", "H", "C", "C", "C", "H", "C", "H", "C", "H", "S", "C", "H", "H", "N", "C", "C", "C", "O", "H", "H", "C", "C", "H", "C", "H", "C", "C", "H", "H", "H", "C", "H", "C", "C", "C", "C", "C", "C", "S", "C"],
  "coordinates": [[2.828, -2.129, -2.628], [0.728, -1.785, 1.913], [-1.337, 5.784, 6.183], [1.372, -3.766, -3.616], [-0.710, 3.564, 6.563], [0.448, -0.866, 3.860], [4.935, -2.695, -2.566], [-0.090, 1.081, 4.782], [-2.202, -1.713, -2.115], [-0.547, 1.807, -0.039], [-0.926, 5.083, 8.197], [-1.987, -1.536, -3.192], [-0.118, 0.181, -1.288], [1.512, -2.562, -2.957], [-0.353, 2.781, 7.209], [0.565, -1.888, -0.203], [-4.031, -1.140, -3.755], [-0.577, 2.306, 4.360], [-0.281, 0.673, -2.239], [-1.342, 5.034, 4.605], [0.274, -1.194, -1.385], [0.390, -4.137, -3.886], [-1.930, 7.767, 5.437], [0.315, -1.833, -2.637], [-0.179, 0.720, 2.462], [3.918, -2.964, -2.872], [-0.658, -1.587, -3.609], [-2.011, 7.689, 7.432], [2.308, -5.516, -4.394], [-1.138, -0.955, -6.944], [3.717, -4.183, -3.546], [-0.796, 3.495, 5.225], [0.167, 0.828, 5.815], [-2.987, -1.223, -4.126], [3.041, -1.177, -2.120], [2.450, -4.527, -3.957], [-0.335, -1.419, -4.983], [0.680, -1.444, -5.310], [-3.408, -0.864, -6.249], [0.856, -2.955, -0.247], [-0.239, 0.774, -0.047], [4.630, -4.767, -3.739], [0.080, 0.148, 3.680], [-1.729, 7.172, 6.347], [-2.650, -1.052, -5.480], [0.016, 0.097, 1.129], [-0.978, 4.867, 7.123], [-1.326, -1.129, -5.902], [-0.839, 2.366, 2.676], [0.471, -1.213, 1.032]],
  "lowdin_charge": [-0.01, 0.10, -0.50, -0.04, -0.12, 0.11, 0.11, -0.09, 0.13, 0.09, 0.13, -0.03, 0.01, -0.21, 0.11, 0.01, 0.11, -0.57, 0.12, 1.06, -0.23, 0.13, 0.12, -0.01, -0.42, -0.08, -0.24, 0.03, 0.11, 0.10, -0.10, -0.52, 0.11, -0.07, 0.12, -0.10, -0.01, 0.11, 0.10, 0.13, -0.05, 0.11, -0.10, -0.28, -0.10, -0.24, -0.08, -0.09, 1.07, -0.02]
}

No. 3
{
  "formula": "C4H9N",
  "method": "ωB97M-V with the def2-TZVPD basis set",
  "e_above_lowest_ev": 1.103,
  "smiles": "C[C@H]1CN1C",
  "largest_force_ha_per_bohr": 0.00818,
  "orbital_gap_ev": 10.032,
  "species": ["N", "H", "C", "H", "H", "H", "H", "C", "H", "H", "H", "C", "C", "H"],
  "coordinates": [[0.838, 0.428, -0.612], [0.271, 1.146, 1.359], [-0.614, 0.515, -0.558], [-2.499, -0.154, 0.223], [-1.615, -1.427, -0.627], [-1.112, -0.915, 1.007], [-1.032, 0.959, -1.458], [-1.498, -0.566, 0.044], [0.375, 2.439, 0.069], [1.106, -1.070, 0.928], [1.465, -1.551, -0.746], [0.237, 1.381, 0.298], [1.510, -0.719, -0.037], [2.570, -0.463, 0.109]],
  "lowdin_charge": [-0.14, 0.11, -0.33, 0.08, 0.08, 0.07, 0.13, -0.07, 0.10, 0.07, 0.08, -0.13, -0.12, 0.08]
}

No. 4
{
  "formula": "C44H105F3O22",
  "method": "ωB97M-V with the def2-TZVPD basis set",
  "spin_multiplicity": 2,
  "largest_force_ha_per_bohr": 0.09335,
  "charge": -1,
  "orbital_gap_ev": [2.522, 7.619],
  "species": ["H", "H", "H", "H", "O", "H", "H", "O", "H", "H", "C", "H", "H", "H", "C", "H", "C", "O", "O", "C", "H", "O", "H", "H", "H", "H", "H", "C", "H", "C", "F", "O", "H", "C", "H", "H", "H", "H", "H", "C", "H", "H", "O", "H", "H", "C", "H", "C", "H", "C", "H", "H", "H", "O", "C", "H", "H", "H", "H", "H", "H", "C", "C", "O", "H", "H", "H", "C", "C", "C", "H", "C", "H", "H", "O", "H", "C", "H", "C", "C", "H", "H", "C", "C", "H", "H", "H", "C", "H", "C", "H", "O", "H", "H", "H", "C", "H", "H", "H", "H", "H", "H", "C", "C", "H", "H", "C", "H", "H", "H", "C", "H", "O", "H", "H", "O", "H", "H", "O", "C", "H", "O", "O", "H", "H", "H", "H", "H", "H", "C", "O", "C", "H", "H", "O", "O", "F", "H", "H", "C", "O", "H", "H", "F", "C", "O", "H", "H", "C", "H", "H", "H", "H", "H", "C", "C", "C", "H", "C", "H", "C", "H", "H", "H", "H", "C", "H", "H", "C", "H", "H", "C", "H", "O"],
  "coordinates": [[3.749, -9.112, 2.436], [-7.705, 3.418, -0.695], [-4.045, -3.196, -2.806], [2.593, 0.335, 2.255], [3.651, 5.818, 0.888], [-3.496, -3.112, 1.654], [-1.293, -5.590, -1.645], [5.317, 3.255, -2.356], [7.436, 5.189, -4.190], [5.760, -0.548, 0.666], [1.197, -8.081, 0.771], [-2.854, -5.180, 4.301], [9.048, 2.349, -0.351], [5.017, 4.660, -3.722], [9.111, 3.051, -3.666], [-7.393, -5.473, -3.110], [5.807, 4.465, -2.998], [4.283, 0.985, 1.191], [7.994, 3.649, -2.932], [-0.413, 4.855, -0.097], [3.197, 3.954, 1.402], [-4.856, -1.854, -1.436], [2.130, 5.971, -3.313], [3.994, 2.476, -1.029], [2.284, -8.191, 3.062], [-0.389, 4.064, -4.040], [-4.453, 0.162, -1.833], [1.180, 1.377, -1.524], [-2.315, 3.033, -1.006], [1.481, -6.615, 0.314], [-1.858, 0.387, 3.205], [0.507, -5.849, 0.950], [6.814, 3.587, -4.669], [-6.148, -3.445, -2.837], [1.491, 2.723, -6.140], [3.454, 3.845, -1.982], [3.668, -7.435, 2.126], [2.208, 1.079, -1.317], [6.361, 2.435, -0.024], [-2.938, -4.094, 4.348], [1.841, -3.421, -3.706], [1.008, 2.378, -1.129], [-0.936, -1.351, 0.899], [-2.247, -2.127, 6.971], [1.246, 3.528, -3.811], [-0.231, -2.941, -2.988], [1.387, 7.002, -4.401], [6.542, 1.447, 0.400], [1.214, -3.890, 1.248], [0.471, 2.862, -5.783], [-5.020, -4.139, 4.733], [-6.697, 2.896, 0.600], [-2.577, -0.440, 5.322], [-2.731, 4.641, -2.187], [-4.399, -3.573, 4.037], [4.555, 4.136, -0.611], [4.757, 7.585, 1.012], [-0.859, -2.286, -2.384], [-0.365, -4.430, 3.708], [9.714, 3.817, -4.154], [-5.444, -2.781, 9.933], [-4.924, -2.556, -2.731], [7.090, 4.221, -3.826], [-5.036, -3.885, 2.856], [-1.548, 1.950, -4.321], [5.915, 5.283, -2.285], [2.426, -6.323, 0.773], [1.290, -2.667, -3.143], [-3.183, 3.536, -1.431], [4.297, 3.448, -1.417], [8.990, 2.162, -4.285], [-4.568, -3.036, 1.834], [-1.852, -0.681, 7.982], [-0.740, 5.894, -0.061], [-5.603, 3.679, -1.036], [9.630, 2.529, -2.862], [1.291, 5.107, 1.496], [-4.285, 0.312, 5.415], [2.853, 4.937, 1.724], [-4.872, -3.619, 9.534], [-0.345, -0.042, -1.796], [-7.169, -5.965, -4.849], [-3.605, 5.326, -3.079], [-7.150, -5.153, -4.123], [-5.656, -4.254, 9.123], [-2.156, -4.129, -1.847], [2.725, -0.299, 0.713], [-2.637, -1.350, 7.629], [4.645, 6.746, 2.489], [4.063, 6.984, 1.598], [-0.073, -2.778, 3.128], [1.820, -2.520, -1.807], [-0.202, 3.128, -6.599], [-0.538, -3.085, 4.835], [0.922, -0.607, -0.731], [0.288, 0.250, -0.958], [-0.696, -2.870, -3.971], [1.477, -6.430, -0.760], [-3.731, -1.320, 9.445], [0.639, 4.664, 2.248], [1.502, -1.697, -3.591], [-3.865, 4.668, -3.908], [-1.061, 1.168, -4.905], [-2.093, 0.578, 1.906], [-3.015, 1.016, 6.342], [6.580, 1.686, 1.462], [-0.677, -3.390, 3.798], [-1.845, 0.882, -5.606], [-7.963, -4.523, -4.483], [-5.106, -3.351, 0.940], [0.547, 3.883, -4.568], [-3.165, -1.036, -2.235], [7.647, 0.689, 0.061], [1.100, -4.154, -0.355], [3.437, -1.512, -2.478], [-0.251, -4.290, -2.713], [-4.441, -2.485, 4.078], [-2.692, -3.842, 5.379], [-4.066, -3.129, 8.411], [-1.522, -4.829, -2.391], [5.100, 0.331, -0.612], [-2.031, -3.324, 3.491], [0.964, 4.675, 0.217], [-1.068, 4.279, 0.555], [8.869, 1.632, 1.210], [0.259, 6.198, -3.459], [-4.312, -4.093, 10.340], [-4.166, 3.011, 0.372], [-7.080, -2.887, -2.924], [-3.342, 0.071, 5.907], [1.158, 5.073, -4.926], [1.231, 6.033, -3.926], [-3.285, 6.231, -3.595], [-1.966, -5.177, -3.324], [0.154, 1.529, -5.431], [-0.422, 0.698, 0.171], [-3.322, 0.027, 1.750], [-3.272, 2.781, -2.212], [0.459, -8.242, 1.557], [0.584, -4.452, 0.557], [-6.039, -4.323, -3.928], [-0.862, 0.244, -4.362], [0.895, -8.714, -0.063], [-2.122, 1.898, 1.771], [-3.938, -0.748, -1.523], [-3.745, -0.767, 6.962], [3.123, 5.030, 2.776], [-0.629, 4.529, -1.115], [-3.194, -2.062, 8.854], [-2.464, -2.561, 9.490], [-4.539, 5.615, -2.597], [3.895, -0.891, 1.906], [-4.184, 4.770, -0.015], [1.174, 6.191, 1.507], [5.374, 0.445, 0.437], [3.032, -8.307, 2.278], [-6.782, 3.663, -0.170], [3.541, -2.019, -0.814], [8.922, 1.389, 0.149], [-7.035, 4.583, 0.357], [-4.343, 3.762, -0.397], [-3.618, -0.421, -0.534], [3.168, 7.574, 1.796], [-0.436, -4.106, 0.391], [1.087, 1.448, -2.608], [-1.063, -0.140, 0.970], [-4.785, -1.981, 2.002], [9.783, 0.754, -0.060], [3.158, -2.312, -1.792], [-5.938, -4.087, -1.982], [-5.014, -1.970, -3.646], [3.354, -0.012, 1.555], [3.655, -3.243, -2.065], [2.408, -8.799, 1.136]],
  "lowdin_charge": [0.09, 0.08, 0.11, 0.09, -0.21, 0.09, 0.09, -0.20, 0.12, 0.13, -0.14, 0.12, 0.07, 0.12, -0.08, 0.08, -0.16, -0.18, -0.18, -0.10, 0.11, -0.18, 0.09, 0.07, 0.09, 0.11, 0.08, -0.03, 0.11, -0.20, 0.09, -0.20, 0.12, -0.22, 0.12, 0.08, 0.08, 0.05, 0.12, -0.12, 0.13, 0.07, -0.03, 0.11, 0.11, -0.21, 0.08, -0.23, 0.09, -0.14, 0.12, 0.08, 0.08, -0.23, -0.21, 0.08, 0.08, 0.11, 0.08, 0.08, 0.08, -0.18, -0.23, -0.18, 0.08, 0.12, 0.11, -0.13, -0.18, -0.11, 0.09, -0.10, 0.13, 0.09, -0.19, 0.07, -0.20, 0.09, -0.14, -0.09, 0.09, 0.09, -0.09, -0.12, 0.08, 0.08, 0.07, -0.21, 0.08, -0.12, 0.08, -0.22, 0.12, 0.07, 0.09, -0.23, 0.12, 0.12, 0.12, 0.13, 0.11, 0.08, -0.13, -0.58, 0.08, 0.12, -0.13, 0.08, 0.08, 0.08, -0.19, 0.07, -0.18, 0.06, 0.09, -0.21, 0.12, 0.09, -0.19, -0.08, 0.11, -0.21, -0.18, 0.08, 0.08, 0.09, 0.08, 0.11, 0.13, -0.10, -0.19, -0.12, 0.08, 0.09, -0.20, -0.05, 0.08, 0.12, 0.12, -0.07, -0.20, 0.08, 0.11, 0.11, -0.07, -0.19, 0.11, 0.06, -0.20, 0.12, 0.08, 0.09, 0.13, 0.11, -0.20, -0.14, -0.08, 0.08, -0.07, 0.07, -0.17, 0.07, 0.08, 0.09, 0.05, -0.55, 0.08, 0.08, -0.15, 0.13, 0.12, -0.09, 0.09, -0.22]
}

Number 1: E -2237.2643 a.u.. Number 2: E -1966.6286 a.u.. Number 3: E -212.5106 a.u.. Number 4: E -3693.6607 a.u..